{"formula": "C4H8N3O", "method": "ωB97M-V with the def2-TZVPD basis set", "homo_energy_ha": -0.402, "charge": 1, "lumo_ev": -5.83, "molar_mass_g_mol": 114.13, "de_lowest_ev": 5.4993, "species": ["C", "C", "C", "C", "N", "N", "N", "O", "H", "H", "H", "H", "H", "H", "H", "H"], "coordinates": [[0.661, -1.718, -1.063], [0.557, 2.050, 1.626], [-0.765, -0.374, -0.615], [-0.569, -1.696, -0.300], [0.582, -0.192, -1.109], [-1.383, -2.609, 0.251], [0.746, 2.813, 0.582], [1.444, -2.482, -1.595], [-0.077, 2.279, 2.433], [1.307, 1.205, 1.719], [-1.530, 0.244, -0.597], [0.865, 0.210, -2.017], [-0.919, -3.474, 0.000], [-2.296, -2.305, 0.506], [-0.080, 3.442, 0.389], [1.456, 2.609, -0.211]]}